[1]
The following is a DFT calculation (ωB97M-V/def2-TZVPD) of a molecular structure, C29H46BrEuN3P2 at a distorted geometry.

Properties
- Charge: +2
- Maximum force: 2.830 eV Å⁻¹
- Spin multiplicity: 8
- Frontier orbital gap (alpha / beta): 5.47 / 5.53 eV
- LUMO energy (alpha / beta): -6.967 / -6.910 eV
- Energy above the lowest of the compared OMol25 structures with the same formula, charge and spin: 85.5 kJ/mol
- Expectation value of S²: 15.7602

Cartesian coordinates (Å):
N -4.21 -0.27 -5.57
C -3.72 -1.47 -5.29
C -3.46 -1.89 -3.97
C -3.72 -0.98 -2.93
C -4.21 0.30 -3.26
C -4.47 0.60 -4.61
C -3.55 -1.39 -1.51
Eu -1.96 -2.54 -0.08
P -0.72 -2.08 4.05
C -3.14 -0.52 -0.49
C -2.04 0.46 -0.62
C -2.04 1.59 0.24
C -0.91 2.33 0.43
C 0.34 1.92 -0.15
C 0.26 0.96 -1.20
C -0.91 0.26 -1.45
Br 1.17 0.83 1.88
H -4.09 -2.34 -1.26
H -3.67 -0.52 0.49
H -3.06 -2.90 -3.80
H -4.40 1.05 -2.49
H -3.52 -2.14 -6.14
H -4.88 1.57 -4.87
H -2.95 1.79 0.82
H -0.94 -0.49 -2.26
H -0.91 3.16 1.13
H 1.20 0.67 -1.69
P 1.85 2.94 0.08
C -1.40 -2.55 2.45
C -2.47 -3.64 2.57
H -0.52 -2.87 1.86
H -1.83 -1.59 2.06
H -2.71 -4.15 1.61
H -2.11 -4.42 3.25
H -3.41 -3.24 2.97
C -1.32 -0.32 4.07
C -0.84 0.48 5.28
H -2.41 -0.39 4.08
H -0.99 0.18 3.13
H -1.38 1.43 5.33
H -1.02 -0.06 6.22
H 0.23 0.71 5.21
C 1.09 -1.93 3.66
C 1.98 -2.82 4.53
H 1.39 -0.88 3.75
H 1.23 -2.19 2.60
H 3.04 -2.59 4.36
H 1.78 -2.69 5.60
H 1.82 -3.88 4.28
C 3.28 1.85 -0.24
C 4.56 2.33 0.43
H 3.42 1.79 -1.33
H 3.05 0.83 0.10
H 5.00 3.21 -0.05
H 4.39 2.56 1.49
H 5.31 1.52 0.38
C 1.88 3.87 1.67
C 1.21 5.25 1.67
H 2.93 3.97 1.97
H 1.40 3.23 2.44
H 1.88 6.02 1.26
H 0.26 5.26 1.13
H 1.00 5.54 2.71
C 1.97 4.26 -1.16
C 2.45 3.89 -2.57
H 2.61 5.03 -0.71
H 0.96 4.69 -1.21
H 1.63 3.45 -3.15
H 2.74 4.82 -3.07
H 3.31 3.22 -2.56
C 1.97 -4.03 -4.23
N 1.41 -3.45 -3.03
C 2.15 -2.85 -2.01
C 1.27 -2.45 -1.05
N -0.02 -2.84 -1.45
C 0.12 -3.43 -2.65
H 2.86 -3.47 -4.53
H 2.27 -5.08 -4.07
H 1.25 -4.00 -5.05
H 3.23 -2.74 -2.07
H 1.43 -1.90 -0.13
H -0.69 -3.84 -3.25

[2]
The following is a DFT calculation (ωB97M-V/def2-TZVPD) of 15 unconnected molecules or ions with the total composition C25H80O25 at a distorted geometry.

Properties
- Maximum force: 2.278 eV Å⁻¹
- Frontier orbital gap: 8.90 eV
- LUMO energy: 0.057 eV
- Energy above the lowest of the compared OMol25 structures with the same formula, charge and spin: 144.3 kJ/mol

Cartesian coordinates (Å):
C 6.63 -17.63 2.46
C 5.71 -16.99 3.47
O 6.44 -16.07 4.28
O 7.15 -16.61 1.59
H 6.22 -18.48 1.90
H 7.50 -18.02 3.01
H 5.24 -17.76 4.08
H 4.90 -16.43 2.99
H 6.73 -15.33 3.72
H 7.65 -17.04 0.87
C 6.23 -22.46 4.15
C 6.90 -21.18 4.58
O 6.97 -20.18 3.55
O 6.98 -23.10 3.14
H 5.19 -22.30 3.81
H 6.12 -23.16 4.98
H 7.93 -21.23 4.92
H 6.35 -20.73 5.42
H 6.16 -20.12 3.01
H 6.83 -22.59 2.32
C 10.72 -18.50 3.82
C 10.34 -17.46 2.77
O 11.37 -16.48 2.56
O 10.73 -17.95 5.15
H 11.74 -18.81 3.60
H 9.97 -19.29 3.82
H 9.38 -16.96 2.97
H 10.14 -17.96 1.82
H 11.46 -16.02 3.42
H 11.15 -17.08 5.14
C 3.15 -15.81 5.58
C 2.15 -15.22 6.60
O 1.01 -14.67 5.95
O 2.61 -16.83 4.77
H 3.96 -16.07 6.27
H 3.50 -15.00 4.96
H 2.63 -14.42 7.17
H 1.94 -16.02 7.32
H 0.53 -15.40 5.55
H 2.21 -17.50 5.34
C 6.39 -14.22 7.90
C 6.71 -15.69 7.91
O 7.63 -16.07 6.91
O 5.60 -13.93 6.76
H 7.31 -13.61 7.87
H 5.89 -13.88 8.81
H 5.74 -16.19 7.77
H 7.08 -16.06 8.87
H 7.14 -16.28 6.09
H 6.19 -13.70 6.03
C 9.90 -17.32 -0.87
C 11.02 -18.34 -0.64
O 11.12 -18.75 0.70
O 8.67 -17.88 -0.36
H 9.70 -17.23 -1.94
H 10.17 -16.36 -0.43
H 11.99 -17.88 -0.88
H 10.87 -19.22 -1.29
H 10.31 -19.23 0.93
H 8.45 -18.61 -0.94
C 10.02 -13.70 6.40
C 10.21 -14.24 4.99
O 11.50 -14.81 4.74
O 10.05 -14.73 7.35
H 9.08 -13.15 6.45
H 10.84 -13.00 6.59
H 10.02 -13.41 4.30
H 9.46 -14.98 4.74
H 12.13 -14.14 5.04
H 9.20 -15.20 7.26
C 8.48 -21.10 0.39
C 7.05 -21.13 -0.09
O 6.18 -21.78 0.85
O 8.61 -20.26 1.53
H 9.08 -20.66 -0.41
H 8.92 -22.08 0.56
H 6.94 -21.68 -1.03
H 6.74 -20.09 -0.24
H 5.32 -21.87 0.45
H 7.91 -20.52 2.17
C 3.25 -14.20 0.52
C 2.47 -13.21 1.38
O 2.34 -13.57 2.72
O 2.54 -15.43 0.35
H 4.14 -14.43 1.13
H 3.55 -13.65 -0.37
H 1.51 -12.99 0.89
H 2.97 -12.24 1.27
H 1.86 -14.40 2.80
H 2.15 -15.65 1.19
C 5.51 -10.44 3.13
C 5.03 -11.66 3.89
O 6.17 -12.49 4.23
O 6.01 -10.83 1.86
H 6.29 -9.96 3.72
H 4.65 -9.76 3.09
H 4.34 -12.28 3.32
H 4.58 -11.36 4.83
H 6.55 -12.77 3.38
H 6.13 -10.03 1.35
C 4.57 -19.12 6.71
O 4.42 -19.40 8.09
H 5.61 -19.29 6.44
H 3.98 -19.86 6.15
H 4.22 -18.14 6.41
H 3.59 -19.82 8.31
C 8.53 -13.48 1.15
O 7.40 -13.90 1.91
H 8.25 -13.10 0.17
H 9.07 -12.68 1.67
H 9.24 -14.31 1.15
H 7.29 -14.87 1.79
C 3.13 -20.03 2.75
O 4.39 -19.44 2.49
H 3.24 -21.07 3.06
H 2.58 -19.42 3.48
H 2.43 -20.05 1.91
H 4.26 -18.94 1.64
C 7.14 -15.23 -1.86
O 5.82 -14.72 -1.91
H 7.33 -15.84 -0.98
H 7.25 -15.88 -2.73
H 7.92 -14.46 -1.91
H 5.72 -13.97 -1.32
C 5.01 -18.55 -0.65
O 4.00 -18.02 0.20
H 5.84 -17.84 -0.78
H 5.33 -19.52 -0.32
H 4.62 -18.61 -1.68
H 3.83 -17.11 -0.05

[3]
The following is a DFT calculation (ωB97M-V/def2-TZVPD) of a molecular structure, C21H37AlBr2CaCl3CsF11N3NaP at a distorted geometry.

Properties
- Maximum force: 8.485 eV Å⁻¹
- Frontier orbital gap: 2.80 eV
- LUMO energy: -4.251 eV
- Energy above the lowest of the compared OMol25 structures with the same formula, charge and spin: 0.0 kJ/mol

Cartesian coordinates (Å):
C -3.13 1.78 1.42
C -1.65 2.13 1.37
C -0.79 0.90 1.66
C 0.57 1.19 2.34
C 1.68 0.31 1.79
C 0.61 1.12 3.88
C 1.95 1.32 4.36
N 3.07 1.50 4.57
C -0.06 -0.20 4.41
Br -1.91 0.14 4.83
C 0.55 -0.58 5.65
N 1.11 -0.87 6.62
C 0.10 -1.36 3.45
C -0.51 -2.72 3.71
C 0.23 -3.61 2.71
H -3.51 1.56 0.43
H -3.68 2.61 1.84
H -3.31 0.98 2.11
H -1.40 2.43 0.36
H -1.41 2.94 2.03
H -1.38 0.17 2.16
H -0.51 0.47 0.69
H 0.78 2.20 2.05
H 1.29 -0.68 1.62
H 2.52 0.18 2.46
H 2.04 0.66 0.80
H 0.05 1.95 4.29
H 1.16 -1.54 3.35
H -0.26 -1.06 2.50
H -1.53 -2.71 3.37
H -0.45 -3.04 4.73
H -0.45 -4.24 2.16
H 1.07 -4.19 3.00
H 0.66 -2.90 1.97
Cs 2.39 -0.20 -0.90
F -3.18 -4.99 1.07
P -2.93 -3.65 0.21
F -4.50 -3.74 -0.25
F -1.79 -2.76 -0.74
F -2.58 -4.66 -1.07
F -1.83 -3.48 1.48
F -3.51 -2.19 0.66
C -4.20 -2.86 6.56
C -4.32 -3.08 5.13
N -4.41 -3.25 3.99
H -4.75 -1.98 6.85
H -4.59 -3.72 7.09
H -3.15 -2.72 6.82
Na -3.69 -1.92 -1.46
C 3.34 -6.45 2.50
Cl 1.58 -6.25 2.58
Cl 3.81 -8.14 2.45
Cl 3.98 -5.54 1.13
H 3.77 -6.03 3.40
F -3.55 2.89 4.06
Ca -0.44 -3.99 0.08
Br 1.91 -7.12 -0.33
F -5.97 -1.97 -6.48
Al -4.57 -1.20 -6.06
F -4.48 -1.13 -4.36
F -4.50 0.35 -6.65
F -3.23 -2.08 -6.54
C 2.81 6.27 -7.68
C 2.49 6.17 -6.19
C 3.68 5.68 -5.36
C 4.17 4.27 -5.69
C 3.11 3.18 -5.59
C 2.56 3.01 -4.17
H 3.06 5.30 -8.11
H 1.95 6.66 -8.23
H 3.65 6.95 -7.86
H 1.63 5.52 -6.05
H 2.20 7.15 -5.83
H 3.40 5.73 -4.30
H 4.51 6.38 -5.48
H 5.01 4.03 -5.03
H 4.58 4.26 -6.71
H 3.56 2.23 -5.90
H 2.29 3.37 -6.28
H 3.36 2.79 -3.46
H 1.83 2.20 -4.14
H 2.05 3.91 -3.83

[4]
The following is a DFT calculation (ωB97M-V/def2-TZVPD) of a molecular structure, C41H33AsCrN3O5.

Properties
- Maximum force: 0.534 eV Å⁻¹
- Spin multiplicity: 2
- Frontier orbital gap (alpha / beta): 6.35 / 6.49 eV
- LUMO energy (alpha / beta): -0.835 / -0.828 eV
- Energy above the lowest of the compared OMol25 structures with the same formula, charge and spin: 0.0 kJ/mol
- Expectation value of S²: 0.7614

Cartesian coordinates (Å):
Cr -1.61 0.24 0.57
C -2.58 -2.16 -1.75
C -3.55 -1.96 -0.63
C -4.76 -2.66 -0.62
C -5.65 -2.51 0.42
C -5.30 -1.68 1.48
C -4.10 -1.00 1.41
N -3.25 -1.12 0.36
C -3.65 -0.13 2.53
C -4.34 0.09 3.72
C -3.75 0.90 4.68
C -2.53 1.50 4.45
C -1.89 1.26 3.24
N -2.46 0.45 2.36
C -0.67 1.94 2.75
C 0.09 2.74 3.59
C 1.13 3.48 3.03
C 1.32 3.43 1.67
C 0.53 2.59 0.88
C 0.67 2.61 -0.61
N -0.40 1.80 1.43
H -2.71 -3.16 -2.17
H -2.75 -1.43 -2.54
H -1.56 -2.03 -1.41
H -4.99 -3.32 -1.45
H -6.59 -3.05 0.43
H -5.96 -1.57 2.32
H -5.30 -0.35 3.90
H -4.27 1.09 5.61
H -2.10 2.16 5.19
H -0.12 2.79 4.64
H 1.76 4.10 3.65
H 2.09 4.01 1.19
H 1.64 3.03 -0.89
H 0.55 1.62 -1.04
H -0.12 3.23 -1.03
O -4.28 3.03 -4.14
C -3.72 2.54 -3.20
C -4.14 2.69 -1.72
O -5.05 3.38 -1.31
C -3.20 1.85 -0.98
C -2.28 1.25 -1.85
O -1.37 0.48 -1.33
C -2.48 1.63 -3.23
O -1.84 1.32 -4.21
O -3.10 1.61 0.28
C -0.73 -1.36 1.51
H 0.17 -1.07 2.05
H -0.47 -2.08 0.73
H -1.40 -1.86 2.22
C 3.48 -5.12 -0.30
C 2.78 -4.71 -1.42
C 2.35 -3.40 -1.53
C 2.62 -2.47 -0.53
C 3.33 -2.88 0.59
C 3.76 -4.20 0.71
As 1.84 -0.68 -0.72
C 3.12 0.38 0.32
C 3.99 1.31 -0.25
C 4.80 2.10 0.55
C 4.77 1.96 1.93
C 3.90 1.05 2.51
C 3.07 0.28 1.71
C 2.39 -0.30 -2.54
C 1.43 0.28 -3.37
C 1.73 0.56 -4.69
C 2.98 0.25 -5.20
C 3.94 -0.35 -4.38
C 3.64 -0.63 -3.06
H 3.82 -6.14 -0.21
H 2.56 -5.41 -2.21
H 1.81 -3.09 -2.42
H 3.57 -2.19 1.38
H 4.31 -4.51 1.59
H 4.02 1.42 -1.32
H 5.47 2.81 0.09
H 5.42 2.57 2.55
H 3.86 0.94 3.59
H 2.38 -0.41 2.18
H 0.45 0.52 -2.99
H 0.98 1.02 -5.32
H 3.22 0.46 -6.23
H 4.91 -0.61 -4.78
H 4.38 -1.12 -2.43

[5]
The following is a DFT calculation (ωB97M-V/def2-TZVPD) of a molecular structure, C2H5NOS at a distorted geometry.

Properties
- Maximum force: 7.850 eV Å⁻¹
- Frontier orbital gap: 7.20 eV
- LUMO energy: -2.088 eV
- Energy above the lowest of the compared OMol25 structures with the same formula, charge and spin: 712.9 kJ/mol

Cartesian coordinates (Å):
C -2.04 0.86 0.17
C 1.45 0.50 -0.19
H -1.77 1.74 -0.47
H -3.15 0.60 0.05
H -1.93 0.84 1.12
H 0.89 -1.83 0.90
H 0.98 1.51 -0.96
N 0.42 -0.04 0.48
O 2.71 0.07 0.00
S -1.01 -0.71 -0.24

[6]
The following is a DFT calculation (ωB97M-V/def2-TZVPD) of C15H21N3O3S in the gas phase at a distorted geometry.

Properties
- SMILES: CNC(=O)[C@H](CS)NC(=O)[C@@H](Cc1ccccc1)NC(C)=O
- Maximum force: 5.822 eV Å⁻¹
- Frontier orbital gap: 9.60 eV
- LUMO energy: 0.582 eV
- Energy above the lowest of the compared OMol25 structures with the same formula, charge and spin: 214.0 kJ/mol

Cartesian coordinates (Å):
C -4.40 2.09 0.93
N -3.12 2.42 0.32
C -2.64 1.84 -0.72
O -3.24 1.01 -1.39
C -1.08 2.14 -1.11
C -1.10 2.96 -2.47
S -1.36 4.70 -2.15
N -0.36 0.95 -1.18
C 0.10 0.29 -0.17
O 0.13 0.71 1.01
C 0.37 -1.26 -0.47
C -0.36 -2.01 0.63
C -0.11 -3.54 0.73
C -1.25 -4.36 0.92
C -1.08 -5.74 1.14
C 0.25 -6.28 1.37
C 1.39 -5.44 1.12
C 1.15 -4.10 0.93
N -0.13 -1.71 -1.70
C 0.58 -2.02 -2.80
C 2.07 -1.77 -2.87
O -0.04 -2.17 -3.80
H -4.25 1.61 1.93
H -5.07 2.95 1.02
H -4.99 1.36 0.23
H -2.54 3.02 0.78
H -0.51 2.70 -0.35
H -0.30 2.84 -3.00
H -1.91 2.52 -3.05
H -1.80 5.01 -3.38
H -0.38 0.57 -2.08
H 1.40 -1.43 -0.37
H -0.01 -1.58 1.63
H -1.42 -1.77 0.59
H -2.20 -3.80 1.09
H -1.94 -6.40 1.28
H 0.43 -7.35 1.56
H 2.47 -5.74 1.32
H 2.02 -3.43 0.92
H -1.13 -1.87 -1.77
H 2.41 -1.74 -3.91
H 2.26 -0.81 -2.44
H 2.68 -2.53 -2.38

[7]
The following is a DFT calculation (ωB97M-V/def2-TZVPD) of 3 unconnected molecules or ions with the total composition C9H16NO7.

Properties
- Charge: -1
- Maximum force: 0.557 eV Å⁻¹
- Frontier orbital gap: 3.17 eV
- LUMO energy: 2.401 eV
- Energy above the lowest of the compared OMol25 structures with the same formula, charge and spin: 203.7 kJ/mol

Cartesian coordinates (Å):
C -1.85 0.34 0.24
O -1.35 -0.92 -0.10
C -0.12 -0.89 -0.96
C 1.13 -1.41 -0.37
N 1.82 -0.36 0.46
H -1.25 0.81 1.03
H -2.87 0.23 0.61
H -1.88 1.02 -0.62
H -0.42 -1.45 -1.86
H 0.04 0.16 -1.24
H 0.84 -2.21 0.33
H 2.08 -0.74 1.36
H 2.68 -0.08 0.02
C -5.44 4.11 1.95
C -4.36 3.11 2.32
O -3.90 2.66 1.05
C -4.18 3.61 0.12
O -3.79 3.63 -0.99
O -4.99 4.57 0.67
H -5.52 4.95 2.63
H -6.41 3.64 1.83
H -3.52 3.57 2.85
H -4.72 2.26 2.89
C 4.67 -2.94 -2.39
C 4.90 -4.05 -1.38
O 5.34 -3.32 -0.23
C 4.84 -2.05 -0.33
O 4.82 -1.25 0.55
O 4.35 -1.84 -1.56
H 3.84 -3.12 -3.07
H 5.57 -2.71 -2.96
H 3.98 -4.57 -1.13
H 5.67 -4.76 -1.67